C3H11N2O2S | wB97M-V/def2-TZVPD

Summary:
* strongest force on any atom: 0.1019 Eh/bohr
* E_HOMO: -13.398 eV
* net charge: +1
* HOMO-LUMO gap: 9.90 eV
* M: 139.20 g/mol
* relative energy (zero: lowest compared OMol25 entry of this formula, charge and spin): 207.4 kJ/mol
* total energy: -21192.5651 eV

Last column: natural (NBO) charge in e.
CARTESIAN COORDINATES (ANGSTROEM)
S1 -1.6130 -1.6656 -2.4287  0.0299
O1 0.7671 -1.0057 1.5380  -0.5524
O2 -0.3604 2.2894 2.2612  -0.9707
N1 2.3077 0.1501 0.2373  -0.8310
N2 -1.2866 0.4483 0.1064  -0.7118
C1 -0.2464 -1.4551 -1.3132  -0.5886
C2 -0.0873 -0.1183 -0.5261  -0.1831
C3 1.0372 -0.4697 0.5144  0.6729
H1 0.0615 0.6017 -1.4279  0.2412
H2 3.1619 -0.1769 0.7807  0.4283
H3 0.1341 3.1445 2.3526  0.5053
H4 2.5258 0.3098 -0.7446  0.3986
H5 -0.0409 -2.2970 -0.6342  0.2510
H6 0.2754 1.5841 2.4992  0.4896
H7 0.7146 -1.4919 -1.9891  0.2731
H8 -1.6288 -0.2194 0.7243  0.4462
H9 -2.7291 -1.8690 -1.8127  0.1331
H10 -2.0468 0.8403 -0.6361  0.4714
H11 -0.9460 1.4005 0.4987  0.4968